# 1
The following is a DFT calculation (wB97M-V/def2-TZVPD) of an isolated molecule of C4N2.

As for the LUMO energy: -2.27 eV. Its energy relative to the best compared isomer or geometry (same formula, charge and spin) is 105.51 kcal per mole.

XYZ file:
```
6
Properties=species:S:1:pos:R:3:forces:R:3
C -0.245 0.072 0.264 0.133 0.292 0.563
C -0.385 -0.600 1.415 0.044 0.411 -0.224
C -0.362 -1.613 0.032 -0.528 0.278 -1.306
N -0.817 -0.976 -0.900 0.425 -0.873 0.885
C 0.574 1.121 -0.218 0.665 0.843 -0.285
N 1.235 1.996 -0.591 -0.738 -0.951 0.367
```
Forces are in eV/Å.

# 2
The following is a DFT calculation (wB97M-V/def2-TZVPD) of a cluster of 2 separate species, C4O3 in total.

As for the LUMO energy: -0.69 eV. Its energy relative to the best compared isomer or geometry (same formula, charge and spin) is 45.14 kcal per mole.

XYZ file:
```
7
Properties=species:S:1:pos:R:3:forces:R:3
C 1.648 -1.677 -0.050 -0.202 0.798 0.042
C 1.350 -0.447 0.025 0.339 1.575 -0.615
C -1.762 -0.278 -0.094 2.230 2.822 -1.314
C 1.175 0.898 0.024 1.298 -4.393 1.258
O -2.552 -1.008 0.242 -1.873 -2.107 0.952
O 1.130 1.984 0.312 -0.131 1.932 -0.385
O -0.989 0.528 -0.459 -1.661 -0.628 0.062
```
Forces are in eV/Å.